Here is a cluster of 2 separate species, C4H12N2O in total at a distorted geometry from OMol25. Energies are from the ωB97M-V functional and the def2-TZVPD basis.

Calculated values
**Structure (SMILES)**: [H]/N=C/NCCC.O
**Strongest force on any atom**: 2.460 eV/Å
**E_tot**: -9369.5687 eV
**Orbital gap**: 0.368 Ha

The geometry in XYZ format:
```
19
Properties=species:S:1:pos:R:3:forces:R:3
C 0.96604 -0.15242 2.07157 -0.60 -0.30 -0.05
C 0.33038 1.11504 1.43644 1.15 -1.20 1.81
C 1.07823 1.50214 0.17018 -0.66 0.14 0.15
N 0.41295 1.00029 -1.02633 0.42 0.39 -0.39
C -0.59045 1.72804 -1.60747 -0.35 1.48 0.10
N -1.00150 1.57008 -2.79150 -0.04 -1.01 -0.40
H 0.42555 -0.62486 2.90088 -0.26 0.62 0.04
H 1.00338 -0.97292 1.35648 0.54 0.09 -0.29
H 1.93446 0.13556 2.47568 0.29 -0.38 -0.28
H 0.55659 1.86476 2.19952 -0.58 0.36 -0.18
H -0.74028 0.95275 1.36471 -0.10 0.41 -0.49
H 1.19802 2.59395 0.24962 0.04 -0.11 -0.82
H 2.07021 1.05373 0.15524 0.07 0.10 0.26
H 1.04073 0.63721 -1.72490 -0.02 -0.37 -0.08
H -0.92508 2.58204 -0.99572 -0.25 -0.49 0.31
H -1.82141 2.11288 -3.04714 0.38 0.28 0.30
H -1.69287 -6.09317 -1.66473 -0.31 0.64 -0.07
H -2.10953 -5.66147 -0.30123 -0.19 0.47 -0.32
O -2.13543 -5.34363 -1.22131 0.50 -1.11 0.39
```
Forces are in eV/Å.